Record 1
The following is a DFT calculation (wB97M-V/def2-TZVPD) of the molecule C5H11NO.

Summary:
* HOMO energy: -9.16 eV
* LUMO energy: 0.785 eV
* SMILES: CNC(=O)C(C)C
* HOMO-LUMO gap: 9.9 eV

Last column: Löwdin charge in e.
Cartesian coordinates (Å):
C 0.01 -1.98 -1.78  -0.14
N -0.40 -0.65 -1.51  -0.06
C -0.45 -0.60 -0.05  -0.47
O -1.28 -1.21 0.60  0.11
C 0.26 0.66 0.40  -0.37
C -0.82 1.76 0.39  -0.05
C 0.88 0.49 1.77  -0.07
H 0.80 -2.15 -0.81  0.13
H 0.52 -1.97 -2.75  0.09
H -0.69 -2.76 -1.47  0.08
H 0.26 0.01 -1.94  0.12
H 1.04 0.93 -0.33  0.13
H -1.62 1.50 1.09  0.09
H -1.26 1.92 -0.60  0.08
H -0.37 2.71 0.72  0.08
H 1.33 1.43 2.10  0.08
H 0.12 0.18 2.49  0.09
H 1.67 -0.27 1.75  0.08

Record 2
The following is a DFT calculation (wB97M-V/def2-TZVPD) of a cluster of 2 separate species, C5H11NO in total.

Summary:
* HOMO energy: -7.51 eV
* LUMO energy: -1.019 eV
* HOMO-LUMO gap: 6.5 eV

Last column: Löwdin charge in e.
Cartesian coordinates (Å):
C -0.55 2.00 -0.36  -0.13
N -0.50 0.72 -1.02  -0.09
C -1.36 -0.32 -0.47  -0.34
C -1.41 -0.41 0.92  0.03
C -0.40 -1.48 0.07  -0.25
C 0.79 -1.98 -0.29  0.06
H -0.04 2.06 0.61  0.06
H -1.58 2.15 -0.04  0.08
H -0.20 2.78 -1.03  0.08
H 0.27 0.30 -1.50  0.10
H -2.09 -0.65 -1.22  0.14
H -1.98 -1.02 1.61  0.05
H -1.01 -2.38 0.23  0.10
H 0.68 -2.90 -0.86  0.08
H 1.74 -1.59 0.04  0.07
H 2.53 0.85 1.88  0.04
H 2.18 0.84 0.43  0.00
O 2.92 1.04 1.02  -0.06

Record 3
The following is a DFT calculation (wB97M-V/def2-TZVPD) of the molecule C5H11NO.

Summary:
* HOMO energy: -9.64 eV
* LUMO energy: 0.823 eV
* SMILES: CC(C)(C)/N=C\O
* HOMO-LUMO gap: 10.5 eV

Last column: Löwdin charge in e.
Cartesian coordinates (Å):
C -0.66 0.89 0.92  -0.05
C -0.11 -0.27 0.02  -0.61
C 0.98 -1.05 0.79  -0.04
C -1.30 -1.18 -0.26  -0.09
N 0.26 0.03 -1.38  0.08
C 0.82 1.09 -1.75  -0.27
O 1.34 2.02 -0.93  0.04
H -1.35 0.43 1.63  0.08
H 0.07 1.43 1.54  0.08
H -1.23 1.63 0.34  0.09
H 1.57 -1.67 0.10  0.08
H 1.67 -0.44 1.38  0.08
H 0.48 -1.72 1.50  0.08
H -1.73 -1.55 0.68  0.08
H -2.04 -0.60 -0.82  0.09
H -0.97 -2.00 -0.90  0.08
H 0.93 1.32 -2.81  0.13
H 1.25 1.62 -0.05  0.07

Record 4
The following is a DFT calculation (wB97M-V/def2-TZVPD) of the molecule C5H11NO.

Summary:
* HOMO energy: -7.84 eV
* LUMO energy: -1.379 eV
* HOMO-LUMO gap: 6.5 eV

Last column: Löwdin charge in e.
Cartesian coordinates (Å):
C 2.74 0.30 -0.19  -0.06
N 1.66 0.83 0.68  -0.05
C -2.27 -0.87 0.59  -0.10
C -1.23 -0.68 -0.52  -0.19
C 0.34 0.37 0.59  0.00
C -0.53 0.80 -0.51  -0.54
O -1.48 1.68 -0.63  -0.14
H 2.49 0.55 -1.23  0.08
H 3.72 0.66 0.10  0.08
H 2.64 -0.79 -0.08  0.09
H 1.67 1.85 0.62  0.13
H -2.67 -1.88 0.56  0.07
H -1.88 -0.84 1.62  0.07
H -3.03 -0.08 0.53  0.08
H -0.63 -1.61 -0.56  0.10
H -1.78 -0.74 -1.47  0.12
H 0.13 -0.38 1.34  0.12
H 0.12 0.83 -1.44  0.14

Record 5
The following is a DFT calculation (wB97M-V/def2-TZVPD) of the molecule C5H11NO.

Summary:
* HOMO energy: -9.74 eV
* LUMO energy: 0.871 eV
* SMILES: CC[C@@H](C)NC=O
* HOMO-LUMO gap: 10.6 eV

Last column: Löwdin charge in e.
Cartesian coordinates (Å):
C -1.78 -0.74 -0.58  -0.11
C -1.05 0.61 -0.47  -0.19
C 0.39 0.57 0.12  -0.37
C 0.44 1.24 1.49  -0.06
N 0.96 -0.76 0.22  0.03
C 1.88 -1.26 -0.65  -0.36
O 2.31 -0.67 -1.63  0.02
H -1.59 -1.22 -1.54  0.07
H -1.47 -1.45 0.19  0.06
H -2.86 -0.60 -0.48  0.07
H -1.03 1.07 -1.46  0.11
H -1.65 1.28 0.17  0.10
H 1.07 1.10 -0.56  0.14
H 0.10 2.28 1.41  0.08
H -0.22 0.73 2.20  0.08
H 1.46 1.24 1.88  0.08
H 0.71 -1.34 1.00  0.13
H 2.22 -2.28 -0.38  0.13

Record 6
The following is a DFT calculation (wB97M-V/def2-TZVPD) of a cluster of 2 separate species, C5H11NO in total.

Summary:
* HOMO energy: -9.63 eV
* LUMO energy: 0.780 eV
* SMILES: CCN1C[C@H]1C=O.[H][H]
* HOMO-LUMO gap: 10.4 eV

Last column: Löwdin charge in e.
Cartesian coordinates (Å):
C 0.17 2.19 0.49  -0.09
C 1.04 0.97 0.77  -0.26
N 0.25 -0.23 0.58  -0.09
C 0.91 -1.43 0.12  -0.10
C 0.02 -0.62 -0.79  -0.27
C -1.39 -0.77 -1.27  -0.27
O -2.40 -0.53 -0.65  -0.01
H 0.72 3.12 0.70  0.07
H -0.73 2.16 1.11  0.08
H -0.15 2.22 -0.56  0.07
H 1.93 0.98 0.10  0.11
H 1.40 0.99 1.80  0.12
H 1.98 -1.37 -0.10  0.11
H 0.57 -2.37 0.55  0.08
H 0.59 -0.10 -1.56  0.14
H -1.47 -1.01 -2.35  0.12
H -1.50 -2.51 0.41  0.07
H -1.89 -1.87 0.53  0.08

Record 7
The following is a DFT calculation (wB97M-V/def2-TZVPD) of a cluster of 3 separate species, C5H11NO in total.

Summary:
* HOMO energy: -9.26 eV
* LUMO energy: 1.116 eV
* SMILES: CC=O.C=C.C=N
* HOMO-LUMO gap: 10.4 eV

Last column: Löwdin charge in e.
Cartesian coordinates (Å):
C -1.14 2.65 -0.73  -0.07
C -0.96 1.18 -0.28  -0.40
O -0.96 0.95 0.91  -0.04
H -2.18 2.82 -1.05  0.07
H -0.46 2.90 -1.54  0.06
H -0.96 3.37 0.10  0.08
H -0.93 0.26 -1.13  0.15
C -0.19 -2.45 0.29  -0.07
C 0.60 -2.48 1.36  -0.09
H -0.20 -3.24 -0.45  0.05
H -0.90 -1.63 0.16  0.03
H 0.47 -1.73 2.14  0.05
H 1.34 -3.25 1.52  0.05
C 1.79 0.24 0.20  -0.10
N 1.29 0.91 -0.76  0.02
H 1.33 0.34 1.18  0.06
H 2.63 -0.45 0.09  0.08
H 1.73 0.72 -1.66  0.07

Record 8
The following is a DFT calculation (wB97M-V/def2-TZVPD) of a cluster of 2 separate species, C5H11NO in total.

Summary:
* HOMO energy (alpha / beta): -15.08 / -15.07 eV
* LUMO energy (alpha / beta): -5.302 / -7.873 eV
* spin multiplicity: 2
* charge: +1
* HOMO-LUMO gap (alpha / beta): 9.8 / 7.2 eV
* ⟨S²⟩: 0.766

Last column: Löwdin charge in e.
Cartesian coordinates (Å):
C -2.07 -0.42 -0.68  -0.06
C -0.88 0.53 -0.17  -0.16
C 0.52 -0.12 -0.31  -0.33
C 0.87 -0.20 -1.58  0.21
C 0.75 -1.75 1.55  0.18
N 1.10 -0.78 0.71  0.15
H -1.94 -1.22 -1.45  0.09
H -2.48 -0.78 0.27  0.07
H -2.86 0.22 -1.19  0.10
H -0.99 0.70 0.97  0.14
H -0.95 1.54 -0.72  0.14
H 0.53 0.47 -2.42  0.14
H 1.73 -0.76 -1.95  0.11
H 1.52 -1.87 2.32  0.12
H -0.09 -2.36 1.55  0.09
H 1.22 2.64 1.41  0.11
H 2.06 1.64 0.97  -0.06
O 1.95 2.49 0.70  -0.03

In eV, the calculated total energy values for the records above are, in order, -8899.825 -8893.692 -8900.423 -8895.665 -8901.236 -8897.904 -8898.260 -8889.617.
In kcal/mol, the energy relative to the best compared isomer or geometry (same formula, charge and spin) values for the records above are, in order, 43.18 184.61 29.39 139.12 10.64 87.47 79.27 85.76.